[1]
88
Properties=species:S:1:pos:R:3:forces:R:3 method="wB97M-V/def2-TZVPD" energy_ha=-3318.1561 fmax_ha_per_bohr=0.1725 total_charge=+1 spin_multiplicity=1 gap_ev=6.213 homo_energy_ev=-11.04
O -4.5578 -0.7720 2.5744 5.08 -2.41 -6.86
C -3.8575 -1.0823 1.4487 -3.34 2.43 4.90
C -2.8683 -2.4254 1.3563 -0.82 -0.33 -0.05
C -1.9880 -2.6783 2.7201 -3.21 -1.41 0.90
N -0.5617 -2.2350 2.6713 1.10 2.78 0.71
C -0.2754 -1.0540 1.8049 0.97 1.98 -2.31
N 0.4118 -1.3528 0.4545 -1.21 -1.36 3.47
C 1.9156 -1.2494 0.5670 2.68 0.86 -0.76
C 2.6955 -2.2209 -0.5489 -0.19 1.92 -0.52
C 2.2800 -1.6041 -2.0393 -1.19 -0.47 -0.74
S 3.5779 -0.3800 -2.7012 -0.76 0.36 0.17
N -0.5842 0.2651 2.0276 0.02 -3.09 -0.05
C -0.2455 1.4154 1.0553 -0.62 1.76 -0.19
C 1.1783 2.1619 1.4313 -0.01 0.68 0.22
C 2.0328 2.6900 0.1357 1.38 0.01 0.67
F 2.0142 4.1960 0.0102 -0.48 -3.62 0.32
C -1.2668 0.6798 3.3072 -0.29 1.58 2.48
C -0.1443 1.2142 4.4264 0.30 0.82 0.73
C -0.3360 2.8209 4.7941 -0.04 0.41 0.97
C 1.1298 3.6264 4.8117 0.20 -2.33 -0.21
S 0.9612 5.4478 4.4102 -2.46 7.27 1.91
O 1.3943 6.3578 5.5881 -0.57 -4.39 -4.07
O -0.4686 5.8859 3.9693 4.67 -3.00 0.64
O 1.9979 5.8841 3.0835 -2.58 -1.71 1.16
C 0.1817 -2.2955 3.9651 0.33 -0.05 2.18
F 1.4347 -1.5036 4.0187 -4.11 -2.23 -0.77
F -0.6225 -1.8795 5.1730 2.27 -0.94 -3.63
C 0.6113 -3.8802 4.2822 0.42 -0.03 3.31
F 1.7146 -3.7739 5.3080 -3.57 -0.62 -3.64
F -0.4915 -4.6407 4.9609 3.65 2.56 -2.76
C 1.1711 -4.6795 2.9647 1.88 -3.32 -0.57
F 0.1102 -5.1213 2.0225 3.77 1.98 3.13
F 1.8116 -5.9423 3.4886 -2.33 4.49 -2.01
F 2.2627 -3.9358 2.2798 -4.20 -2.34 2.15
N -4.0927 -0.1315 0.2687 0.60 -3.51 -0.29
C -4.1999 -0.9789 -0.9960 0.83 -1.17 -3.01
C -5.5763 -1.8194 -1.3555 3.55 -0.30 -2.55
C -5.5614 -2.7252 -2.7268 3.92 2.29 1.10
C -4.1890 -2.7364 -3.6740 0.31 1.72 2.31
C -2.8281 -1.8692 -3.3402 -3.70 0.58 3.46
C -2.8385 -0.9690 -1.9672 -3.35 -2.63 -1.24
H -2.2341 -2.4480 0.3726 -1.27 0.26 1.80
H -3.6255 -3.3451 1.2808 1.69 2.06 0.16
H -2.0238 -3.8532 2.9295 0.43 2.63 -0.53
H -2.6239 -2.2019 3.6111 1.60 -0.82 -1.90
H 0.2157 -2.3813 0.2848 0.15 1.46 0.35
H 2.2137 -0.1403 0.2462 -0.55 -2.37 0.80
H 2.3541 -1.4607 1.6309 -1.04 0.33 -1.91
H 3.8650 -2.0024 -0.4502 -2.63 -0.78 0.10
H 2.4339 -3.3552 -0.4289 0.51 2.22 -0.25
H 1.2689 -1.0124 -2.0209 1.81 -1.31 0.19
H 2.1637 -2.4424 -2.8598 0.29 1.58 1.86
H 2.8928 0.7156 -3.3109 0.19 -1.59 0.86
H -1.0921 2.2337 1.2541 1.76 -2.02 -0.42
H -0.3545 1.1145 -0.0694 0.52 0.04 2.32
H 0.9072 3.1321 2.0706 0.69 -2.24 -1.34
H 1.8628 1.4426 2.0863 -1.51 1.56 -1.53
H 1.7120 2.1590 -0.8569 0.49 1.50 1.73
H 3.1748 2.4245 0.3611 -2.56 0.75 -0.71
H -1.9853 1.6194 3.1442 1.60 -2.31 -0.21
H -1.9218 -0.1343 3.8258 1.40 1.17 -1.51
H 0.9587 1.0917 4.0426 -2.28 -0.11 0.68
H -0.2535 0.6423 5.4634 0.22 0.94 -2.58
H -0.7305 2.9002 5.9134 0.70 -0.14 -2.55
H -1.1286 3.3661 4.1264 1.70 -0.97 1.11
H 1.5876 3.4889 5.8823 -0.79 0.85 -2.14
H 1.8784 3.1035 4.0429 -1.60 1.52 1.59
H 1.3645 5.8905 2.3014 0.95 0.09 1.09
H -3.3329 0.5837 0.1960 -0.87 -0.95 0.03
H -6.5267 -1.7991 -0.6498 2.35 0.07 -1.62
H -6.4835 -3.3839 -3.0449 2.11 1.58 0.76
H -4.1464 -3.4037 -4.6626 -0.31 1.64 2.51
H -1.8572 -1.8403 -3.9957 -2.31 -0.27 1.24
H -1.8819 -0.3349 -1.6396 -2.37 -1.50 -0.77
O 1.9819 2.4263 -4.6624 -0.31 -0.74 -1.78
C 1.9655 2.2448 -5.8790 0.16 -0.02 1.19
O 1.1668 1.2955 -6.4184 -0.18 0.33 0.75
C 0.9307 1.1326 -7.8289 0.12 -0.17 -0.33
C 2.0121 0.2815 -8.4651 0.24 -0.04 0.07
C 2.8958 3.0039 -6.7771 -0.17 0.70 -0.23
H 0.8102 2.1002 -8.3234 0.12 -0.04 0.13
H -0.0321 0.6162 -7.9235 0.19 0.18 0.33
H 2.9953 0.7522 -8.3819 -0.12 0.01 -0.10
H 1.7978 0.1124 -9.5239 0.00 0.03 0.13
H 2.0818 -0.6878 -7.9606 -0.12 0.13 -0.10
H 3.8679 2.5044 -6.7947 -0.13 0.05 0.00
H 3.0165 4.0154 -6.3756 0.12 -0.33 0.10
H 2.5250 3.1238 -7.7933 0.11 -0.21 -0.02

[2]
74
Properties=species:S:1:pos:R:3:forces:R:3 method="wB97M-V/def2-TZVPD" energy_ha=-1580.2496 fmax_ha_per_bohr=0.1153 total_charge=+3 spin_multiplicity=1 gap_ev=1.494 homo_energy_ev=-15.68
C 4.4879 -3.0651 2.2890 0.71 0.47 -0.42
C 5.9483 -2.7737 1.7187 0.26 -0.63 0.31
C 5.8403 -2.3615 0.1735 1.12 -0.48 -0.43
C 6.9387 -1.2555 -0.1065 -0.73 0.21 0.14
C 6.3981 0.2249 -0.2042 1.51 -0.46 -0.03
C 5.0382 0.4908 0.5835 -0.12 0.41 0.61
C 4.9312 1.9902 1.0852 0.05 0.01 -0.78
C 3.8712 2.8645 0.3150 0.23 0.25 0.54
C 2.3745 2.7010 0.8567 -0.09 -0.60 -0.74
C 1.4040 3.2547 -0.2866 0.19 -0.64 0.36
C 0.3285 4.2855 0.2383 -0.04 -0.81 -1.21
C -0.6489 3.7196 1.3516 0.47 2.27 0.41
N -1.7814 2.9332 0.7860 1.87 -1.43 2.36
C -3.0321 2.9283 1.5670 -0.48 -0.64 -1.17
O -3.2891 3.5891 2.5142 0.02 -0.36 -0.85
C -3.8295 1.8020 0.8294 -1.29 -1.70 -0.87
C -5.2325 1.5352 0.6766 2.71 -1.05 -0.66
C -5.5956 0.3026 -0.1508 0.22 -0.19 -0.23
C -7.0987 -0.1002 -0.3411 0.99 0.46 2.00
C -7.3460 -1.6318 -0.0320 -1.08 -0.84 -0.30
C -7.6391 -1.8874 1.4936 -0.26 -0.31 1.44
O -6.7852 -1.8239 2.3557 -0.23 0.45 -1.35
O -8.9251 -2.2235 1.8278 1.23 0.79 -1.12
C -4.5331 -0.5852 -0.8158 2.06 1.82 1.36
C -3.1115 -0.2950 -0.6422 -1.64 0.53 0.64
C -1.9255 -1.1106 -1.2539 -0.33 1.25 -0.55
C -2.2899 -2.0008 -2.5231 1.21 -0.90 0.36
C -2.0961 -3.5349 -2.0658 0.00 1.38 -0.53
C -1.2891 -1.6951 -3.7517 -0.49 -0.17 1.57
C -2.7778 0.9027 0.2065 -1.71 0.38 0.18
C -1.4208 1.5380 0.6718 -1.77 -0.66 -1.14
O -0.4056 0.9488 0.9022 -0.64 0.74 -0.32
H 4.5643 -3.7677 3.1612 -0.09 0.53 -0.83
H 3.8948 -3.5171 1.4425 0.32 0.42 1.21
H 4.0642 -2.0868 2.6435 0.06 -1.03 -0.47
H 6.5776 -3.7110 1.7745 -0.70 1.03 -0.08
H 6.5179 -2.0021 2.3156 -0.91 -0.71 -0.58
H 4.8049 -2.0946 -0.1631 0.99 0.05 0.38
H 6.1349 -3.2879 -0.4135 -0.53 0.89 0.71
H 7.7782 -1.3700 0.6422 -0.86 0.23 -0.84
H 7.4106 -1.5222 -1.1147 -0.47 0.24 0.86
H 6.3235 0.4696 -1.3112 -0.41 -0.01 1.22
H 7.2176 0.8991 0.1881 -0.96 -0.65 -0.39
H 5.0448 -0.1506 1.5179 -0.02 0.38 -1.24
H 4.1927 0.1877 -0.0994 0.68 0.38 0.91
H 4.8026 2.0623 2.2091 0.10 -0.21 -1.20
H 5.9477 2.4606 0.8784 -1.04 -0.24 0.33
H 4.1301 3.9570 0.4096 -0.16 -1.05 -0.23
H 3.8731 2.5922 -0.7771 0.06 0.23 1.03
H 2.2283 1.5895 1.0310 -0.08 1.26 -0.16
H 2.1850 3.2235 1.8319 0.51 -0.36 -0.88
H 2.0490 3.7253 -1.0867 -0.90 -0.18 0.86
H 0.9190 2.3606 -0.7918 0.44 1.05 0.53
H 0.8774 5.2128 0.5493 -0.81 -0.85 0.13
H -0.3211 4.5511 -0.6541 0.70 0.00 1.05
H -1.1051 4.6247 1.8523 0.31 -1.09 -0.54
H -0.1125 3.1518 2.1649 -0.53 0.23 -0.98
H -5.9864 2.2027 1.1566 0.52 -0.83 -0.58
H -7.5112 0.2367 -1.3349 0.58 -0.45 0.72
H -7.6527 0.4790 0.4621 0.42 -0.40 -1.16
H -6.4878 -2.3039 -0.3058 -0.79 0.74 0.34
H -8.2484 -2.0070 -0.5944 0.96 0.54 0.44
H -9.0209 -2.2057 2.8037 0.28 -0.18 -0.43
H -4.8206 -1.4839 -1.4246 0.05 1.22 0.78
H -1.4146 -1.6877 -0.4273 -0.67 0.46 -0.91
H -1.1621 -0.3436 -1.5985 -0.83 -0.71 0.66
H -3.3196 -1.7888 -2.9111 0.84 -0.32 0.55
H -2.9900 -3.8086 -1.4504 0.95 -0.19 -0.57
H -1.9527 -4.1612 -2.9829 -0.46 0.18 1.07
H -1.1531 -3.5687 -1.4476 -1.07 -0.23 -0.65
H -0.9199 -2.6772 -4.2637 -0.29 1.22 1.72
H -1.8820 -1.1191 -4.5693 0.53 0.71 3.88
H -0.3965 -1.0843 -3.4530 -0.73 -0.58 -0.44
Tl -1.5897 -1.9035 -6.1276 0.05 -1.26 -5.79

[3]
72
Properties=species:S:1:pos:R:3:forces:R:3 method="wB97M-V/def2-TZVPD" energy_ha=-1909.8714 e_above_lowest_kcal_mol=0.0 fmax_ha_per_bohr=0.0839 spin_multiplicity=3 gap_ev="5.411 / 3.876" homo_energy_ev="-5.89 / -5.90"
P 0.7378 0.0074 -2.6360 0.49 -1.74 -2.54
P -0.1319 1.7890 -1.2060 -2.10 3.46 -0.78
C 0.5581 1.5524 -3.6954 0.47 0.03 -0.59
C 0.2722 2.7373 -2.7418 0.27 0.01 0.48
H -0.2743 1.4456 -4.3985 0.02 -0.20 0.19
H 1.4609 1.6441 -4.3198 -0.13 0.21 0.26
H 1.1585 3.3414 -2.4765 -0.22 -0.35 -0.37
H -0.4970 3.4368 -3.0732 -0.07 -0.26 -0.13
C -1.8464 2.1041 -0.7383 -0.32 -0.03 0.89
H -1.8611 2.4349 0.3033 0.00 -0.15 0.11
H -2.4696 1.2171 -0.8460 0.00 -0.07 0.04
H -2.2824 2.9308 -1.3126 0.45 -0.28 -0.19
C 3.1368 2.2200 -0.4076 0.70 0.31 -0.41
H 2.9510 3.1041 -1.0206 0.04 0.00 -0.01
H 4.0746 1.7436 -0.7273 -0.08 0.40 0.19
H 3.1635 2.4906 0.6546 -0.14 -0.16 -0.45
C -0.5039 -1.0831 -3.4276 -1.07 -0.53 -0.28
H -0.4244 -2.1477 -3.1637 0.20 0.44 0.37
H -0.3599 -1.0521 -4.5240 0.29 0.26 0.39
H -1.5561 -0.8106 -3.2818 0.24 0.20 0.25
C 2.2038 -1.0080 -3.0958 0.35 -0.05 -0.60
H 3.0522 -0.8145 -2.4246 -0.26 0.01 -0.29
H 2.4946 -0.7420 -4.1154 0.16 -0.25 -0.08
H 1.9554 -2.0757 -3.0365 -0.03 0.29 -0.08
Pt 1.6611 0.7558 -0.8333 0.82 -1.04 4.11
C -2.2045 -2.4618 0.0693 -0.30 1.39 0.27
C -3.0199 -2.5469 -0.9884 0.64 -0.53 -0.12
C -3.0729 -3.7261 -1.9251 -0.35 -0.92 0.32
C -2.0809 -4.8930 -1.6153 -1.04 0.50 0.13
C -0.6580 -4.5610 -1.9543 0.12 -0.02 0.14
C 0.2922 -4.1521 -1.1055 0.05 0.01 -0.53
C 0.1058 -3.3801 0.1456 -0.30 -0.59 1.56
C -1.3059 -3.4254 0.7937 0.49 -0.32 0.00
C 2.9260 -0.1072 0.6440 1.22 -0.68 0.56
H -2.0596 -1.4495 0.4808 -0.58 -0.32 0.16
H -3.7130 -1.7262 -1.2400 0.74 -0.14 0.07
H -2.8495 -3.4242 -2.9627 -0.38 0.21 0.26
H -4.1055 -4.1147 -1.8802 0.27 -0.01 -0.39
H -2.1694 -5.1788 -0.5564 -0.06 -0.07 -0.87
H -2.4004 -5.7805 -2.2026 0.29 0.54 0.20
H -0.4156 -4.6271 -3.0115 0.35 -0.89 0.04
H 1.3409 -4.3439 -1.3449 -0.12 0.71 -0.56
H 0.3055 -2.3196 -0.0560 0.23 -0.05 -0.16
H 0.8629 -3.6830 0.8812 -0.12 0.06 -0.02
H -1.6921 -4.4477 0.8286 0.19 0.39 0.11
H -1.2258 -3.1315 1.8582 -0.01 0.21 -0.61
H 3.1832 0.6418 1.3996 -0.26 -0.26 -0.38
H 3.8586 -0.4434 0.1791 -0.06 0.01 -0.17
H 2.4664 -0.9646 1.1549 -0.39 0.26 -0.41
C -0.4285 5.5733 2.3954 -0.14 0.46 0.06
C 0.2457 5.2646 1.2090 -0.16 0.04 0.43
C 0.7294 3.9845 0.9869 -0.11 -0.12 -0.12
C 0.5295 2.9496 1.9425 -0.30 -0.52 0.11
C -0.1078 3.3117 3.1616 -0.11 0.26 0.16
C -0.5796 4.5952 3.3820 0.27 -0.27 -0.37
N 0.9017 1.6622 1.6972 0.17 0.24 -0.56
C 0.5253 0.7238 2.6448 -0.53 0.20 0.52
C 1.4355 0.2994 3.6460 -0.57 0.45 -0.63
C 0.9733 -0.4434 4.7226 0.07 -0.29 -0.18
C -0.3551 -0.8818 4.7642 0.24 -0.02 0.16
C -1.2550 -0.4872 3.7666 0.07 -0.34 0.41
C -0.8343 0.3200 2.7272 0.68 -0.04 0.08
H -0.8267 6.5739 2.5635 0.17 -0.19 -0.08
H 0.4156 6.0462 0.4667 -0.09 -0.20 0.13
H 1.2635 3.7588 0.0666 -0.05 0.11 0.24
H -0.2301 2.5518 3.9318 0.01 0.28 -0.16
H -1.0576 4.8073 4.3375 0.03 0.14 -0.24
H 2.4642 0.6732 3.5728 -0.46 -0.18 0.20
H 1.6778 -0.6627 5.5266 -0.31 -0.19 -0.13
H -0.6699 -1.5339 5.5801 -0.05 0.29 -0.18
H -2.3003 -0.7869 3.8451 0.20 0.02 -0.06
H -1.5584 0.7257 2.0157 0.30 -0.15 0.10